one.
ORCA calculation (ωB97M-V with the def2-TZVPD basis set) on a cluster of 2 separate species, C4H10N2 in total.

```
16
C4H10N2 ωB97M-V with the def2-TZVPD basis set
C -1.2884 -0.4439 -0.3444
C -2.5658 0.3706 -0.2088
C 1.2616 1.7725 0.6579
C 1.6899 -1.6037 0.1797
N 0.0803 1.0310 0.6334
N -0.1513 -0.0051 0.0204
H -1.5885 -1.5429 -0.3386
H -2.5563 1.4060 -0.4244
H -2.9565 0.2125 0.8087
H -3.2764 -0.1698 -0.9394
H 1.1042 2.8681 1.0944
H 1.9910 1.1723 1.1584
H 1.6242 1.9399 -0.3793
H 1.6329 -1.9369 -0.8700
H 1.6186 -2.3665 0.9916
H 2.4894 -0.8448 0.4993
```

Calculated values
Gap between HOMO and LUMO (alpha / beta), eV: 8.33 / 7.69
LUMO energy (alpha / beta), eV: 0.62 / -0.01



two.
ORCA calculation (ωB97M-V with the def2-TZVPD basis set) on an isolated molecule of C4H10N2.

```
16
C4H10N2 ωB97M-V with the def2-TZVPD basis set
C 1.1612 -1.4555 0.1475
C 1.1695 1.4605 0.0286
C -0.4009 0.6434 -0.0698
C -0.0469 -0.5879 0.1075
N -1.4807 1.4581 -0.0125
N -1.4053 -1.5666 0.1267
H -2.3726 1.0462 0.2242
H -1.5596 2.1279 -0.7690
H -2.2513 -1.0931 0.4311
H -1.5610 -2.0135 -0.7756
H 1.5581 -1.6014 -0.8611
H 0.8855 -2.4329 0.5499
H 1.9400 -1.0253 0.7818
H 0.9419 2.4369 -0.4020
H 1.4665 1.5930 1.0695
H 1.9557 1.0102 -0.5767
```

Calculated values
SMILES string: C/C(N)=C(\C)N
Gap between HOMO and LUMO, eV: 8.91
LUMO energy, eV: 0.94



Stability summary - winner: two; margin: 341.2 kJ/mol.